A 9-piece molecular cluster, C5H30N2O9 overall, computed with the ωB97M-V functional and the def2-TZVPD basis.

Last column: Löwdin charge in e.
Atoms and positions in Å:
C: -0.68 -0.33 2.93  -0.037
C: 0.06 -0.18 1.58  -0.363
C: 1.09 0.94 1.76  -0.150
C: 0.42 2.35 1.39  -0.262
N: 1.51 3.35 1.27  -0.025
N: 0.81 -1.40 1.18  -0.021
C: 0.80 -1.87 -0.11  -0.199
O: -0.63 -2.06 -0.56  -0.164
H: -0.10 -0.87 3.68  0.081
H: -0.97 0.64 3.40  0.098
H: -1.44 -1.07 2.74  0.050
H: -0.54 0.05 0.69  0.135
H: 1.49 1.17 2.76  0.122
H: 1.83 0.77 0.98  0.071
H: -0.19 2.60 2.24  0.086
H: -0.28 2.31 0.56  0.096
H: 2.19 3.10 2.00  0.072
H: 1.24 4.31 1.51  0.080
H: 0.77 -2.05 1.98  0.138
H: 1.17 -1.16 -0.94  0.145
H: 1.15 -2.91 -0.11  0.146
H: -0.62 -2.80 -1.18  0.101
O: -2.43 -2.94 1.02  -0.091
H: -1.60 -2.54 0.65  -0.009
H: -2.21 -3.27 1.90  0.041
O: -1.26 -1.49 -3.05  -0.087
H: -2.20 -1.33 -2.84  0.026
H: -0.97 -1.43 -2.11  -0.004
O: -0.36 1.03 -3.74  -0.087
H: -0.52 0.43 -2.99  0.005
H: -0.97 0.56 -4.34  0.033
O: 1.90 1.70 -1.37  -0.064
H: 1.22 2.12 -1.90  0.061
H: 2.15 2.48 -0.82  0.061
O: 3.50 -0.84 -0.17  -0.055
H: 3.27 -0.42 -1.01  -0.009
H: 3.47 -0.24 0.57  0.022
O: -3.52 -1.26 -1.21  -0.041
H: -3.37 -1.52 -0.29  0.023
H: -4.06 -0.47 -1.21  0.042
O: -3.28 1.29 1.15  -0.050
H: -3.06 0.71 0.41  0.005
H: -4.20 1.48 0.90  0.042
O: 3.49 0.34 -3.09  -0.071
H: 2.99 -0.11 -3.77  0.037
H: 2.93 0.82 -2.45  -0.030

As for the energy above the lowest of the compared OMol25 structures with the same formula, charge and spin: 59.3 kcal/mol. The calculation puts the molar mass at 262.30 g mol⁻¹. Its structure (SMILES) is C[C@@H](CCN)NCO.O.O.O.O.O.O.O.O. Its largest force on an atom is 3.63 eV/A. The calculated total energy comes out at -995.11281 Eh. Its spin multiplicity is 1. For the HOMO-LUMO gap, the calculation gives 9.6 eV.


C56H57N8O5P3S2Ta as an isolated structure, computed with the ωB97M-V functional and the def2-TZVPD basis.

Last column: Löwdin charge in e.
Atoms and positions in Å:
Ta: 1.57 0.60 0.63  1.680
C: -6.65 -3.63 -0.56  -0.382
S: -5.14 -2.77 -0.10  0.831
C: -4.39 -2.56 -1.74  -0.467
C: -3.10 -1.77 -1.62  -0.263
C: -2.04 -2.52 -0.83  -0.274
N: -0.80 -1.71 -0.66  -0.405
P: 0.43 -1.83 -1.95  1.099
C: -0.11 -3.21 -2.99  -0.399
C: 0.47 -4.44 -2.66  -0.097
C: 0.11 -5.58 -3.35  -0.050
C: -0.80 -5.50 -4.40  -0.041
C: -1.36 -4.28 -4.74  -0.047
C: -1.02 -3.14 -4.04  -0.102
C: 0.09 -0.32 -2.97  -0.270
C: -0.18 0.82 -2.01  -0.344
C: -1.10 2.33 -3.67  -0.094
C: -0.08 2.18 -4.78  -0.028
C: 0.58 1.04 -5.01  -0.047
C: 0.45 -0.20 -4.25  -0.054
P: -0.08 -1.59 0.88  0.953
C: 0.21 -3.27 1.44  -0.331
C: 1.43 -3.91 1.19  -0.091
C: 1.60 -5.25 1.50  -0.050
C: 0.55 -5.96 2.06  -0.038
C: -0.67 -5.34 2.31  -0.037
C: -0.84 -4.00 2.01  -0.075
C: -1.27 -0.84 2.15  -0.589
C: -2.73 -1.11 1.91  -0.177
C: -3.59 -1.11 2.91  -0.038
C: -3.12 -0.77 4.29  -0.217
C: -1.75 -1.36 4.51  -0.019
C: -0.85 -1.32 3.52  -0.141
H: -7.21 -3.82 0.36  0.040
H: -6.42 -4.59 -1.03  0.045
H: -7.26 -3.02 -1.23  0.045
H: -5.10 -2.04 -2.38  0.090
H: -4.20 -3.54 -2.18  0.093
H: -3.32 -0.80 -1.14  0.089
H: -2.72 -1.54 -2.62  0.096
H: -1.80 -3.45 -1.34  0.115
H: -2.41 -2.82 0.15  0.061
H: 1.19 -4.50 -1.85  0.094
H: 0.56 -6.53 -3.09  0.117
H: -1.07 -6.39 -4.95  0.121
H: -2.06 -4.22 -5.56  0.118
H: -1.47 -2.19 -4.32  0.097
H: -1.18 0.63 -1.58  0.146
H: -1.68 3.24 -3.75  0.136
H: 0.14 3.06 -5.37  0.133
H: 1.27 1.01 -5.84  0.123
H: 0.75 -1.10 -4.77  0.123
H: 2.24 -3.36 0.73  0.058
H: 2.55 -5.73 1.31  0.117
H: 0.68 -7.01 2.31  0.121
H: -1.48 -5.90 2.74  0.121
H: -1.79 -3.54 2.22  0.103
H: -3.09 -1.27 0.91  0.038
H: -4.64 -1.32 2.73  0.123
H: -3.83 -1.12 5.03  0.149
H: -1.48 -1.74 5.48  0.133
H: 0.16 -1.67 3.67  0.108
O: 0.75 0.67 -0.99  -0.394
C: -0.25 2.24 -2.45  -0.004
C: 0.37 3.35 -1.83  -0.018
C: 0.30 4.54 -2.64  0.081
C: 0.90 5.70 -2.31  -0.105
C: 1.62 5.84 -1.11  0.075
C: 1.69 4.76 -0.27  0.025
C: 1.10 3.50 -0.55  -0.261
O: 1.20 2.66 0.44  -0.274
N: 0.81 6.84 -3.24  -0.345
O: 1.37 7.86 -2.90  0.130
O: 0.20 6.67 -4.26  0.113
H: -1.79 1.48 -3.68  0.146
H: -0.21 4.53 -3.59  0.116
H: 2.09 6.78 -0.87  0.144
H: 2.21 4.84 0.67  0.132
S: 4.85 -2.38 1.91  1.114
C: 4.71 -2.58 0.23  -0.369
C: 3.73 -1.80 -0.32  -0.226
C: 3.06 -1.00 0.65  -0.386
C: 3.58 -1.21 1.90  -0.551
C: 3.23 -0.37 3.03  -0.278
C: 3.68 -0.55 4.33  0.015
C: 3.39 0.40 5.29  0.012
C: 2.67 1.54 4.94  -0.011
C: 2.22 1.65 3.65  -0.122
N: 2.45 0.71 2.71  -0.053
H: 5.35 -3.28 -0.28  0.088
H: 3.49 -1.81 -1.37  0.089
H: 4.28 -1.42 4.57  0.123
H: 3.75 0.27 6.31  0.136
H: 2.47 2.33 5.65  0.128
H: 1.68 2.52 3.31  0.092
N: 5.59 2.33 -4.58  0.216
C: 4.55 1.90 -3.85  -0.474
O: 3.51 1.49 -4.34  0.059
C: 4.66 1.98 -2.34  -0.070
C: 5.73 2.48 -1.61  0.042
C: 5.65 2.47 -0.22  0.005
C: 4.52 1.96 0.39  -0.081
N: 3.49 1.47 -0.32  -0.048
C: 3.57 1.48 -1.66  -0.046
H: 5.52 2.29 -5.59  0.136
H: 6.44 2.71 -4.19  0.107
H: 6.62 2.87 -2.07  0.128
H: 6.46 2.85 0.39  0.130
H: 4.43 1.93 1.46  0.118
H: 2.75 1.07 -2.23  0.117
C: -4.10 1.87 2.42  -0.114
N: -3.18 2.41 1.39  -0.127
C: -2.58 3.64 1.87  -0.166
N: -1.92 3.40 3.14  -0.118
C: -2.96 3.07 4.13  -0.151
N: -3.64 1.82 3.81  -0.077
C: -2.88 0.76 4.49  -0.135
P: -0.81 0.99 1.83  1.069
C: -2.21 1.59 0.72  -0.274
C: -0.79 2.55 3.02  -0.272
H: -4.48 0.91 2.09  0.114
H: -4.93 2.57 2.42  0.142
H: -3.36 4.39 2.02  0.142
H: -1.87 4.03 1.14  0.133
H: -3.67 3.89 4.11  0.141
H: -2.52 3.02 5.12  0.138
H: -1.81 0.89 4.31  0.060
H: -3.01 0.95 5.56  0.139
H: -2.68 0.73 0.25  0.074
H: -1.75 2.21 -0.06  0.080
H: -0.03 3.10 2.45  0.062
H: -0.38 2.27 3.99  0.087

As for the energy above the lowest of the compared OMol25 structures with the same formula, charge and spin: 100.7 kcal/mol. The calculation puts the molar mass at 1260.13 g mol⁻¹. Its largest force on an atom is 0.47 eV/A. The calculated total energy comes out at -4858.91638 Eh. As for the net charge: +3. Its spin multiplicity is 1. For the HOMO-LUMO gap, the calculation gives 5.2 eV.


The molecule C7H13N, computed with the ωB97M-V functional and the def2-TZVPD basis.

Last column: Löwdin charge in e.
Atoms and positions in Å:
C: 1.95 2.13 -1.68  -0.102
C: 1.49 0.82 -1.04  -0.128
C: 0.47 0.78 -0.15  -0.100
C: -0.03 -0.52 0.39  -0.293
C: 0.63 -1.31 1.21  -0.148
N: 0.14 -2.62 1.46  0.033
C: -1.45 -0.59 -0.13  -0.240
C: -2.42 0.19 0.76  -0.111
H: 1.31 2.98 -1.51  0.065
H: 2.09 1.98 -2.78  0.080
H: 2.94 2.29 -1.37  0.045
H: 2.12 0.04 -1.27  0.073
H: -0.06 1.72 0.09  0.117
H: 1.55 -1.08 1.84  0.135
H: 0.38 -3.06 2.26  0.011
H: 0.27 -3.27 0.68  0.091
H: -1.42 -0.11 -1.20  0.131
H: -1.89 -1.65 -0.32  0.127
H: -2.06 1.19 0.94  0.049
H: -2.69 -0.29 1.72  0.084
H: -3.30 0.36 0.10  0.079

As for the energy above the lowest of the compared OMol25 structures with the same formula, charge and spin: 48.1 kcal/mol. The calculation puts the molar mass at 111.19 g mol⁻¹. Its structure (SMILES) is C/C=C/C(=C/N)CC. Its largest force on an atom is 4.07 eV/A. The calculated total energy comes out at -329.19473 Eh. Its spin multiplicity is 1. For the HOMO-LUMO gap, the calculation gives 9.3 eV.


The molecule C5H12N2, computed with the ωB97M-V functional and the def2-TZVPD basis.

Last column: Löwdin charge in e.
Atoms and positions in Å:
C: 0.38 -2.60 1.22  -0.032
C: 0.66 -1.60 0.38  -0.160
N: -0.01 -0.31 0.24  -0.220
C: -1.02 0.17 1.18  -0.066
N: 0.38 0.41 -0.89  -0.238
C: 1.28 1.51 -0.55  -0.095
C: -0.87 0.90 -1.65  -0.059
H: 0.91 -3.54 1.15  0.039
H: -0.43 -2.53 1.94  0.033
H: 1.46 -1.73 -0.34  0.103
H: -2.01 -0.21 0.90  0.081
H: -1.06 1.27 1.22  0.076
H: -0.81 -0.17 2.20  0.081
H: 0.93 2.12 0.29  0.073
H: 1.42 2.17 -1.42  0.080
H: 2.27 1.10 -0.30  0.080
H: -0.56 1.17 -2.66  0.073
H: -1.61 0.10 -1.73  0.081
H: -1.32 1.77 -1.16  0.068

As for the energy above the lowest of the compared OMol25 structures with the same formula, charge and spin: 60.9 kcal/mol. The calculation puts the molar mass at 100.16 g mol⁻¹. Its structure (SMILES) is C=CN(C)N(C)C. Its largest force on an atom is 2.73 eV/A. The calculated total energy comes out at -307.13233 Eh. Its spin multiplicity is 1. For the HOMO-LUMO gap, the calculation gives 8.7 eV.


C6H6FMgO6Rb as an isolated structure, computed with the ωB97M-V functional and the def2-TZVPD basis.

Last column: Löwdin charge in e.
Atoms and positions in Å:
H: 2.98 1.03 0.63  0.173
O: 1.41 -0.22 2.85  0.077
O: -0.33 0.78 2.00  0.087
O: -0.50 -1.37 2.49  -0.168
C: 1.91 1.08 2.33  -0.069
C: 0.62 1.83 2.24  -0.312
C: 0.18 -0.35 2.53  -0.618
H: 2.58 1.49 3.09  0.095
F: 0.18 2.48 3.40  0.008
H: 0.53 2.57 1.44  0.156
Mg: -0.49 -3.29 3.04  0.989
H: 5.14 0.36 -1.86  0.132
O: 3.39 -0.63 -2.38  0.081
O: 2.15 0.90 -1.46  0.014
O: 1.14 -0.76 -2.52  0.070
C: 4.25 -0.04 -1.36  -0.087
C: 3.39 1.02 -0.69  -0.116
C: 2.17 -0.18 -2.23  -0.630
H: 4.54 -0.86 -0.69  0.129
H: 3.75 2.03 -0.93  0.110
Rb: -2.19 -0.23 -1.05  0.879

The calculation puts the molar mass at 302.88 g mol⁻¹. Its largest force on an atom is 3.57 eV/A. The calculated total energy comes out at -1007.42388 Eh. As for the net charge: +1. Its spin multiplicity is 2. For the HOMO-LUMO gap (alpha / beta), the calculation gives 6.1 / 5.3 eV.


Look up the calculated total energy of the fifth one.
-1007.42388 Eh


Among the records above, which one has the highest molar mass?
C56H57N8O5P3S2Ta